1.
Below is one molecule with the formula C21H29N3O5S, with properties calculated with ωB97M-V/def2-TZVPD.

- structure (SMILES) = CC(C)OCCCNC(=O)c1cn(C)c2ccc(S(=O)(=O)N3CCCC3)cc2c1=O
- energy above the lowest of the compared OMol25 structures with the same formula, charge and spin (kcal/mol) = 38.4
- orbital gap (eV) = 8.67
- highest occupied orbital energy (eV) = -8.9

Geometry as ORCA input:
```
! wB97M-V def2-TZVPD RIJCOSX def2/J DEFGRID3
* xyz 0 1
C 3.188 4.624 0.665
C 3.030 3.244 0.032
C 2.371 2.268 1.010
O 4.332 2.847 -0.366
C 4.421 1.663 -1.130
C 5.038 0.510 -0.326
C 4.902 -0.834 -1.044
N 3.538 -1.301 -1.004
C 3.158 -2.401 -0.338
O 3.925 -3.213 0.155
C 1.672 -2.589 -0.250
C 1.251 -3.773 0.272
N -0.034 -4.122 0.466
C -0.348 -5.416 1.028
C -1.034 -3.240 0.124
C -2.389 -3.555 0.310
C -3.368 -2.654 -0.043
C -3.021 -1.429 -0.599
S -4.311 -0.259 -1.020
O -5.576 -0.930 -0.922
O -3.963 0.374 -2.260
N -4.156 0.796 0.276
C -5.389 1.222 0.920
C -5.590 2.661 0.452
C -4.156 3.190 0.458
C -3.326 1.971 0.026
C -1.705 -1.099 -0.789
C -0.691 -1.989 -0.426
C 0.708 -1.582 -0.635
O 0.987 -0.471 -1.087
H 3.685 5.293 -0.032
H 2.216 5.034 0.924
H 3.797 4.547 1.561
H 2.391 3.325 -0.865
H 1.436 2.692 1.366
H 2.149 1.318 0.528
H 3.026 2.095 1.861
H 3.431 1.383 -1.509
H 5.063 1.885 -1.991
H 6.092 0.729 -0.152
H 4.547 0.444 0.646
H 5.225 -0.737 -2.086
H 5.512 -1.595 -0.551
H 2.802 -0.667 -1.303
H 2.010 -4.490 0.559
H -0.953 -6.000 0.332
H 0.577 -5.955 1.221
H -0.890 -5.306 1.968
H -2.679 -4.504 0.729
H -4.414 -2.878 0.089
H -5.246 1.180 2.005
H -6.190 0.544 0.633
H -5.990 2.663 -0.562
H -6.255 3.227 1.102
H -3.877 3.495 1.467
H -4.015 4.033 -0.213
H -2.395 1.884 0.592
H -3.092 2.005 -1.040
H -1.427 -0.155 -1.233
*
```

2.
Below is one molecule with the formula C21H29N3O6S, with properties calculated with ωB97M-V/def2-TZVPD.

- structure (SMILES) = CCOC(=O)N1CCC(NC(=O)CCS(=O)(=O)c2ccc3c(c2)CCN3C(C)=O)CC1
- energy above the lowest of the compared OMol25 structures with the same formula, charge and spin (kcal/mol) = 3.3
- orbital gap (eV) = 9.25
- highest occupied orbital energy (eV) = -8.9

Geometry as ORCA input:
```
! wB97M-V def2-TZVPD RIJCOSX def2/J DEFGRID3
* xyz 0 1
C 4.325 4.019 -0.151
C 3.277 3.103 -0.768
O 3.777 1.778 -0.956
C 3.861 1.006 0.138
O 3.512 1.348 1.251
N 4.427 -0.196 -0.123
C 4.593 -1.160 0.949
C 4.081 -2.539 0.527
C 2.881 -2.374 -0.414
N 1.847 -1.580 0.229
C 1.232 -1.969 1.353
O 1.428 -3.036 1.904
C 0.202 -0.976 1.905
C 0.607 0.487 1.893
S 0.089 1.333 0.367
O 0.225 2.752 0.555
O 0.782 0.760 -0.771
C -1.652 0.946 0.190
C -2.565 1.631 0.968
C -3.919 1.343 0.887
C -4.321 0.348 0.007
C -3.390 -0.338 -0.782
C -2.048 -0.045 -0.697
C -4.089 -1.347 -1.642
C -5.570 -1.167 -1.266
N -5.606 -0.119 -0.249
C -6.750 0.330 0.357
C -8.022 -0.338 -0.108
O -6.740 1.197 1.202
C 3.325 -1.687 -1.712
C 4.521 -0.753 -1.451
H 4.572 3.673 0.849
H 3.928 5.028 -0.087
H 5.228 4.027 -0.758
H 2.380 3.071 -0.143
H 3.008 3.433 -1.774
H 4.042 -0.787 1.815
H 5.655 -1.217 1.220
H 4.856 -3.104 0.009
H 3.774 -3.103 1.407
H 2.461 -3.366 -0.627
H 1.602 -0.692 -0.200
H -0.002 -1.296 2.930
H -0.724 -1.105 1.335
H 1.683 0.650 1.972
H 0.107 1.048 2.679
H -2.207 2.408 1.625
H -4.642 1.872 1.483
H -1.309 -0.548 -1.301
H -3.737 -2.357 -1.427
H -3.912 -1.152 -2.700
H -6.167 -0.865 -2.132
H -5.995 -2.091 -0.864
H -8.855 0.101 0.434
H -7.992 -1.407 0.093
H -8.171 -0.187 -1.174
H 3.605 -2.434 -2.455
H 2.490 -1.108 -2.109
H 4.544 0.057 -2.178
H 5.462 -1.308 -1.514
*
```

3.
Below is one molecule with the formula C21H29N5O2, with properties calculated with ωB97M-V/def2-TZVPD.

- structure (SMILES) = Cc1cnn(CCCNC(=O)C[C@@H]2CCN(Cc3ccc(C(N)=O)cc3)C2)c1
- energy above the lowest of the compared OMol25 structures with the same formula, charge and spin (kcal/mol) = 40.0
- orbital gap (eV) = 9.55
- highest occupied orbital energy (eV) = -8.9

Geometry as ORCA input:
```
! wB97M-V def2-TZVPD RIJCOSX def2/J DEFGRID3
* xyz 0 1
C -4.671 5.701 -1.292
C -3.824 4.648 -0.654
C -3.233 4.662 0.625
N -2.575 3.542 0.884
N -2.740 2.788 -0.207
C -2.135 1.475 -0.272
C -0.619 1.548 -0.225
C 0.021 0.176 -0.402
N 1.470 0.224 -0.370
C 2.151 0.321 0.836
O 2.047 -0.520 1.701
C 3.170 1.440 0.959
C 4.596 0.964 0.689
C 5.143 -0.054 1.716
C 6.475 0.540 2.184
N 6.850 1.471 1.121
C 7.869 2.417 1.519
C 9.201 1.755 1.767
C 9.684 0.791 0.888
C 10.917 0.200 1.100
C 11.699 0.572 2.185
C 13.022 -0.106 2.360
N 13.950 0.550 3.115
O 13.256 -1.185 1.852
C 11.217 1.528 3.070
C 9.976 2.112 2.863
C 5.602 2.111 0.740
C -3.486 3.408 -1.148
H -5.407 5.261 -1.966
H -5.219 6.267 -0.540
H -4.075 6.410 -1.869
H -3.272 5.458 1.353
H -2.516 0.877 0.559
H -2.473 1.004 -1.196
H -0.265 2.227 -1.007
H -0.314 1.977 0.731
H -0.315 -0.508 0.378
H -0.299 -0.271 -1.348
H 1.886 0.729 -1.137
H 2.915 2.260 0.281
H 3.098 1.829 1.977
H 4.637 0.521 -0.309
H 4.455 -0.202 2.546
H 5.295 -1.027 1.254
H 6.366 1.064 3.150
H 7.252 -0.214 2.322
H 7.990 3.150 0.714
H 7.562 2.977 2.421
H 9.076 0.496 0.042
H 11.282 -0.558 0.421
H 13.821 1.503 3.393
H 14.846 0.107 3.218
H 11.783 1.806 3.951
H 9.604 2.846 3.568
H 5.704 2.636 -0.214
H 5.292 2.872 1.484
H -3.715 2.925 -2.083
*
```

4.
Below is a 2-piece molecular cluster, C21H29N5O2 overall, with properties calculated with ωB97M-V/def2-TZVPD.

- structure (SMILES) = CNC(=O)[C@H](CC(C)C)NC(C)=O.Nc1cc2c(nn1)-c1ccccc1CC2
- energy above the lowest of the compared OMol25 structures with the same formula, charge and spin (kcal/mol) = 31.6
- orbital gap (eV) = 8.61
- highest occupied orbital energy (eV) = -8.2

Geometry as ORCA input:
```
! wB97M-V def2-TZVPD RIJCOSX def2/J DEFGRID3
* xyz 0 1
C 2.144 -0.495 -5.258
N 3.088 -0.971 -4.247
C 2.848 -1.825 -3.246
O 3.756 -2.127 -2.481
C 1.429 -2.392 -3.035
C 0.620 -1.452 -2.115
C -0.878 -1.779 -1.985
C -1.486 -0.977 -0.836
C -1.654 -1.438 -3.262
N 1.505 -3.732 -2.433
C 0.856 -4.850 -2.758
C -0.098 -4.874 -3.936
O 1.036 -5.874 -2.118
H 1.822 -1.324 -5.891
H 1.272 -0.040 -4.785
H 2.627 0.255 -5.887
H 4.042 -0.646 -4.299
H 0.942 -2.448 -4.005
H 1.072 -1.492 -1.122
H 0.718 -0.426 -2.471
H -1.006 -2.837 -1.759
H -2.538 -1.239 -0.721
H -1.403 0.091 -1.035
H -0.969 -1.217 0.094
H -1.583 -0.371 -3.472
H -2.702 -1.706 -3.129
H -1.261 -1.996 -4.109
H 2.182 -3.842 -1.690
H -0.400 -5.905 -4.117
H -0.979 -4.283 -3.701
H 0.401 -4.489 -4.822
N -5.033 2.682 5.038
C -3.777 2.621 4.498
C -2.662 2.942 5.260
C -1.398 2.831 4.669
C -1.324 2.403 3.328
N -2.459 2.097 2.657
N -3.665 2.204 3.233
C -0.006 2.274 2.678
C 0.129 1.631 1.436
C 1.381 1.499 0.829
C 2.516 2.014 1.458
C 2.395 2.664 2.690
C 1.142 2.802 3.305
C 1.014 3.581 4.595
C -0.142 3.080 5.471
H -5.744 2.235 4.465
H -5.094 2.575 6.044
H -2.781 3.259 6.288
H -0.747 1.223 0.942
H 1.471 0.992 -0.126
H 3.490 1.913 0.988
H 3.283 3.072 3.162
H 0.845 4.634 4.347
H 1.946 3.520 5.166
H -0.336 3.809 6.264
H 0.155 2.140 5.948
*
```